72
Properties=species:S:1:pos:R:3:forces:R:3:mulliken_charge:R:1 method="wB97M-V/def2-TZVPD" homo_ev="-10.59 / -10.56" spin_multiplicity=5 energy_ev=-73686.484 charge=+1 lumo_ha="-0.11563 / -0.11576" homo_lumo_gap_ha="0.2734 / 0.2722"
Pm 0.994562 0.608615 -0.771992 0.691 -0.849 0.350 0.93
C -1.111688 -0.037681 3.176708 0.079 0.034 0.074 -1.42
C -0.374250 1.194590 2.791820 -0.062 -0.112 0.013 0.09
N 0.064347 1.528330 1.589560 0.354 0.032 -0.287 0.19
C 0.646348 2.780209 1.730708 0.045 0.079 0.045 0.53
C 0.553393 3.184384 3.035499 -0.012 0.001 -0.181 -0.21
N -0.083809 2.162872 3.678150 -0.014 0.050 -0.026 0.02
C 0.921372 4.388964 3.842020 -0.153 -0.222 0.095 0.47
O 1.429332 5.405755 3.200501 -0.046 0.357 0.061 -0.55
O 0.715317 4.358156 5.030161 0.050 -0.011 -0.016 -0.60
C 1.213901 3.515632 0.558755 -0.152 0.289 0.652 0.90
O 1.521503 4.701277 0.693702 -0.123 -0.074 -0.221 -0.87
O 1.275402 2.853547 -0.528955 0.254 0.028 0.118 -0.61
H -1.408492 -0.590788 2.292169 -0.062 0.045 -0.009 0.15
H -1.999246 0.225838 3.752172 -0.022 -0.043 -0.018 0.51
H -0.485543 -0.678915 3.800790 -0.014 -0.012 -0.020 0.32
H -0.284076 2.194405 4.668654 -0.019 0.005 0.017 0.25
H 1.420242 5.262191 2.214469 0.255 -0.162 -0.078 0.42
O -5.002828 -0.524328 -3.606530 0.024 0.019 0.070 -0.51
C -3.986273 -0.545103 -4.584560 -0.035 0.025 -0.103 -0.73
C -2.660385 -0.715166 -3.902073 0.063 -0.030 0.058 0.47
C -1.473960 -0.403421 -4.554861 -0.064 -0.059 -0.023 -0.80
C -0.280659 -0.520988 -3.869844 0.005 -0.045 -0.030 -0.68
N -0.201839 -0.949500 -2.606961 -0.050 0.086 0.178 -0.40
C -1.340480 -1.346875 -2.012382 0.016 -0.115 -0.207 1.03
C -2.582928 -1.218956 -2.609831 -0.016 -0.040 -0.017 -0.50
C -1.158517 -2.061289 -0.724232 -0.078 -0.114 0.151 -0.22
C -1.865339 -3.226128 -0.476046 -0.053 0.044 0.034 -0.64
C -1.550646 -3.996578 0.637620 0.016 0.104 0.020 0.40
C -2.266473 -5.305399 0.871963 -0.005 0.024 0.011 -0.72
O -3.634391 -5.245821 0.530737 -0.002 0.012 -0.090 -0.50
C -0.541252 -3.541304 1.475471 -0.089 -0.122 -0.077 -1.17
C 0.087858 -2.347618 1.178796 0.093 0.128 0.091 -1.23
N -0.206878 -1.608246 0.107385 0.192 0.154 -0.191 0.75
H -5.856663 -0.416555 -4.033963 -0.032 -0.029 -0.038 0.32
H -3.967414 0.380195 -5.170289 -0.008 0.002 0.020 0.38
H -4.129733 -1.373922 -5.288626 0.040 -0.003 0.008 0.32
H -1.484241 -0.045269 -5.576216 0.063 0.003 0.006 0.49
H 0.657097 -0.252319 -4.338963 -0.029 0.079 -0.007 0.44
H -3.486917 -1.502494 -2.089488 0.033 0.004 0.026 0.68
H -2.633766 -3.565146 -1.157996 0.030 0.025 -0.022 0.70
H -2.112197 -5.639327 1.901274 0.006 -0.006 -0.007 0.40
H -1.826482 -6.053476 0.209395 0.022 -0.039 0.061 0.26
H -4.122191 -4.782808 1.218626 0.011 -0.004 0.044 0.32
H -0.242563 -4.113429 2.344220 0.019 0.050 0.023 0.48
H 0.859949 -1.956411 1.830267 0.022 -0.035 -0.032 0.83
N -1.637062 4.450713 -0.894031 0.135 -0.090 -0.079 -0.60
C -0.999049 4.026650 -2.142992 0.105 -0.011 0.065 -0.67
C -0.643463 2.554402 -2.024286 -0.644 0.480 -0.407 0.84
O 0.111517 1.933915 -2.748020 0.058 0.043 0.148 -0.47
O -1.281405 1.932256 -1.033036 -0.298 0.427 -0.185 -0.31
H -0.977266 4.945633 -0.301638 0.007 -0.035 -0.012 0.14
H -1.735491 2.702792 -0.555339 0.102 -0.236 0.068 0.53
H -2.425225 5.063500 -1.052082 -0.022 -0.049 -0.024 0.24
H -0.091551 4.574279 -2.391891 0.047 -0.037 0.016 0.32
H -1.690044 4.128586 -2.981031 0.000 -0.045 -0.031 0.48
C 3.305208 -2.609430 0.268443 0.144 0.172 0.237 -0.89
Si 3.931723 -0.902120 0.850239 -0.339 -0.071 -0.244 0.25
C 5.733623 -1.074273 1.374438 -0.192 0.095 -0.159 -1.05
C 2.963214 -0.375878 2.412431 0.190 -0.194 -0.245 -0.28
C 3.457744 0.270470 -0.529384 -0.306 -0.033 0.394 -1.16
H 3.004613 -3.263527 1.091304 0.017 -0.006 -0.001 0.29
H 4.088243 -3.135132 -0.282361 0.003 0.039 -0.039 0.45
H 2.453899 -2.494661 -0.407577 -0.011 -0.074 -0.013 0.14
H 5.850952 -1.887050 2.095165 -0.037 0.002 0.012 0.31
H 6.095142 -0.157166 1.843524 0.008 0.006 -0.017 0.31
H 6.379868 -1.291463 0.521895 -0.014 0.003 -0.006 0.31
H 3.473335 0.441203 2.927329 -0.026 0.052 -0.043 0.39
H 2.865669 -1.197358 3.127622 -0.012 0.005 0.005 0.46
H 1.963307 -0.022074 2.147726 -0.056 0.003 0.130 -0.54
H 3.944380 -0.067482 -1.455296 -0.068 -0.011 -0.045 0.46
H 3.859616 1.273516 -0.318940 -0.033 0.014 -0.051 0.36


64
Properties=species:S:1:pos:R:3:forces:R:3:nbo_charge:R:1 method="wB97M-V/def2-TZVPD" homo_ev=-5.45 energy_ev=-36412.171 charge=-1 lumo_ha=0.08993 homo_lumo_gap_ha=0.2902
C -0.267173 -0.808354 -2.954382 0.829 -0.052 -0.247 -0.63
C 0.323673 0.205100 -1.972697 -1.191 0.551 0.108 -0.05
O 0.386592 -0.222067 -0.657985 0.418 -0.005 0.141 -1.00
H -0.199899 -0.406136 -3.970928 -0.324 0.127 0.059 0.18
H -1.299329 -1.023368 -2.675905 -0.012 -0.208 -0.129 0.19
H 0.335466 -1.719927 -3.018854 -0.194 -0.135 0.406 0.21
H -0.402759 1.052596 -2.003847 0.266 0.154 -0.381 0.11
H 1.259080 0.620380 -2.390622 0.157 -0.225 0.200 0.13
C -2.632421 0.384011 -5.352410 -0.579 0.845 0.253 -0.72
C -3.016967 0.800368 -6.697999 0.047 -0.436 -0.111 0.30
N -3.317494 1.125347 -7.756856 -0.006 0.047 0.017 -0.35
H -3.249905 0.976409 -4.670346 0.151 -0.024 0.095 0.26
H -1.598599 0.654911 -5.168953 0.083 -0.234 0.031 0.26
H -2.849831 -0.653859 -5.122807 0.234 -0.145 -0.319 0.26
N -0.319773 -2.708664 0.650417 -0.728 0.108 -0.199 -0.52
C -0.896780 -3.855664 0.179479 0.118 0.482 0.357 -0.09
C -0.806639 -4.787024 1.184896 0.128 -0.438 -0.144 -0.33
C -0.129970 -4.179833 2.271282 -0.312 -0.048 0.533 -0.32
C 0.097955 -2.872028 1.937232 0.006 0.304 -0.768 -0.07
H -0.354731 -1.821362 0.148891 0.519 0.097 -0.042 0.46
H -1.366470 -3.822093 -0.788518 0.022 -0.345 -0.045 0.20
H -1.170572 -5.802185 1.190761 0.005 0.001 -0.216 0.21
H 0.077323 -4.653925 3.216756 0.065 0.071 0.033 0.21
H 0.479126 -1.994825 2.425871 0.197 -0.262 0.408 0.22
N 2.880912 -1.664511 -0.435821 -0.058 0.795 -0.549 -0.52
C 4.101056 -1.082024 -0.568526 0.544 -0.237 0.486 -0.09
C 5.040282 -1.979667 -0.113703 -0.016 0.280 -0.232 -0.33
C 4.346502 -3.161082 0.248585 0.695 0.068 0.064 -0.32
C 3.009937 -2.933597 0.035503 -0.267 0.052 0.223 -0.08
H 2.027656 -1.119041 -0.609956 -0.551 -0.442 0.165 0.46
H 4.236660 -0.078862 -0.935096 -0.190 0.057 0.016 0.20
H 6.098126 -1.792458 -0.014008 0.011 -0.082 -0.142 0.20
H 4.883001 -4.023786 0.610286 -0.487 -0.253 0.095 0.21
H 2.121183 -3.508596 0.233320 0.112 -0.197 -0.018 0.23
N 0.057716 2.830839 0.069331 0.449 0.648 -1.279 -0.54
C -1.047183 3.627861 -0.036681 -0.248 0.222 0.283 -0.06
C -0.688655 4.904232 0.314837 -0.201 -0.139 0.355 -0.33
C 0.707976 4.899905 0.591898 -0.108 0.220 -0.588 -0.31
C 1.147946 3.642684 0.284838 0.063 -0.827 0.946 -0.08
H 0.152575 1.855891 -0.200214 -0.238 -0.127 -0.092 0.45
H -2.010667 3.310360 -0.399678 0.020 -0.470 0.309 0.22
H -1.398902 5.706717 0.436990 0.145 0.128 -0.103 0.21
H 1.301154 5.731022 0.934171 0.098 0.005 -0.137 0.21
H 2.126117 3.188145 0.286195 0.064 0.164 0.233 0.21
N 1.373429 0.713203 2.259257 0.396 0.207 -0.100 -0.52
C 0.783780 1.677020 3.013518 -0.599 0.188 0.451 -0.07
C 0.941611 1.356271 4.341257 0.480 -0.188 -0.402 -0.33
C 1.686083 0.140836 4.365441 0.513 0.536 0.621 -0.30
C 2.001014 -0.192073 3.078175 -0.642 -0.374 -0.229 -0.10
H 1.369724 0.719686 1.247429 -0.051 -0.412 -0.012 0.44
H 0.226499 2.481512 2.564836 0.141 0.060 -0.075 0.23
H 0.704121 1.974347 5.190098 -0.314 -0.064 -0.011 0.21
H 2.057606 -0.327973 5.263812 -0.051 -0.208 -0.112 0.21
H 2.482621 -1.073945 2.689017 0.185 0.138 -0.123 0.23
N -2.258830 0.443407 0.323954 -0.344 0.485 0.014 -0.53
C -2.467073 0.778203 1.634838 0.192 -0.381 -0.420 -0.07
C -3.717715 1.331525 1.740596 -0.160 0.050 0.067 -0.31
C -4.264677 1.402392 0.428466 0.092 -0.165 -0.219 -0.33
C -3.339611 0.840012 -0.415851 0.477 0.057 -0.001 -0.09
H -1.387691 0.081590 -0.068135 0.405 0.005 0.065 0.45
H -1.673193 0.612614 2.344635 -0.193 -0.103 0.203 0.22
H -4.211118 1.589462 2.663400 0.078 0.226 -0.017 0.21
H -5.193847 1.832833 0.091754 -0.107 -0.039 0.226 0.21
H -3.286029 0.777236 -1.491244 -0.232 -0.113 -0.002 0.20


61
Properties=species:S:1:pos:R:3:forces:R:3:nbo_charge:R:1 method="wB97M-V/def2-TZVPD" homo_ev=-9.92 energy_ev=-39435.872 charge=+1 relative_energy_kj_mol=219.50 lumo_ha=-0.16997 homo_lumo_gap_ha=0.1946
C 3.561502 -2.144615 0.333589 0.149 -0.132 0.086 -0.59
C 2.140854 -1.735715 -0.078207 -0.204 -0.205 -0.103 -0.53
C 1.876983 -0.324664 0.468194 0.768 0.213 0.442 0.70
C 1.259962 0.757470 -0.463016 3.234 -0.187 0.705 -0.34
C 1.823900 2.021162 0.153291 0.405 1.865 0.750 -0.60
O 2.298311 0.026270 1.596827 -1.443 -1.871 -1.501 -0.64
Si 1.415542 -1.510984 4.195630 0.425 0.449 -1.370 1.96
C 3.296425 -1.746164 4.326722 -0.480 0.072 0.084 -1.19
C 0.584580 0.106822 4.753931 0.255 -0.522 -0.257 -1.19
C 0.358112 -2.883780 3.378166 0.041 0.217 0.288 -1.21
H 3.967292 -2.946601 -0.293420 -0.237 0.110 0.166 0.23
H 4.238305 -1.287624 0.255646 -0.026 -0.207 0.062 0.22
H 3.551375 -2.485143 1.378880 0.200 0.119 -0.375 0.19
H 1.985130 -1.826508 -1.183794 0.080 0.501 0.946 0.24
H 1.420348 -2.456618 0.356828 0.145 0.427 -0.180 0.23
H 1.576952 0.640511 -1.530484 0.172 -0.298 1.049 0.24
H 1.692940 2.987385 -0.402136 -0.022 -1.138 0.179 0.24
H 1.384203 2.183275 1.189274 0.420 -0.182 -1.317 0.21
H 2.894412 1.836152 0.327709 -0.272 0.595 -0.163 0.22
H 3.497597 -2.224858 5.334735 0.078 0.460 -1.152 0.28
H 3.666270 -2.372239 3.472179 -0.427 0.295 1.005 0.28
H 3.810998 -0.754994 4.235834 -0.538 -0.781 0.333 0.29
H -0.211256 -0.168955 5.492229 0.444 0.444 -0.683 0.28
H 1.312721 0.817581 5.217182 -0.593 -0.653 -0.407 0.28
H 0.143320 0.578389 3.819450 0.341 -0.560 1.102 0.30
H -0.707808 -2.804345 3.728826 0.967 -0.025 -0.443 0.28
H 0.384211 -2.759595 2.239215 0.021 -0.142 1.525 0.30
H 0.747053 -3.901233 3.671728 -0.290 1.032 -0.450 0.28
C -2.775390 -4.865947 -2.612894 0.079 0.286 0.446 -0.26
O -2.560235 -4.349976 -1.277489 -0.017 0.167 -0.569 -0.49
C -2.032043 -3.103305 -1.147336 0.240 0.300 0.492 0.32
C -1.915971 -2.608233 0.182599 0.172 -0.159 -1.205 -0.27
C -1.320822 -1.372331 0.403797 -0.064 -0.047 -0.509 -0.25
C -0.832450 -0.610146 -0.665595 -0.186 0.316 -0.662 0.02
C -0.179747 0.761425 -0.406918 -3.555 -0.553 0.352 -0.28
C -0.689086 1.860573 -1.317144 0.617 0.395 -0.286 -0.06
C -1.437838 2.907649 -0.767873 -0.059 -0.159 -0.668 -0.13
C -1.754691 3.992246 -1.578177 0.875 -0.897 -0.769 -0.12
C -1.323839 4.017895 -2.919386 0.268 -0.604 0.397 0.39
O -1.628794 5.168003 -3.566615 -0.587 0.311 0.785 -0.49
C -2.380524 6.010756 -2.600356 0.054 0.180 -0.803 -0.07
C -2.442211 5.262857 -1.267089 -0.324 0.440 0.294 -0.46
C -0.580825 2.966515 -3.497214 -0.594 0.716 1.129 -0.28
C -0.201611 1.936917 -2.648830 -0.741 -0.042 0.623 -0.21
C -1.017446 -1.078495 -1.983673 0.129 0.264 0.891 -0.14
C -1.600963 -2.310095 -2.226542 -0.298 -0.584 0.089 -0.32
H -3.139763 -5.880304 -2.449802 0.055 0.157 -0.149 0.21
H -3.534405 -4.272247 -3.148811 0.265 -0.174 0.215 0.19
H -1.838330 -4.885407 -3.193192 -0.294 -0.023 0.252 0.18
H -2.303487 -3.208803 0.989936 -0.085 -0.087 0.087 0.22
H -1.291665 -0.965153 1.416601 0.090 -0.069 -0.175 0.20
H -0.485203 1.027660 0.626715 0.137 -0.032 -0.363 0.20
H -1.755980 2.864507 0.278753 0.104 0.047 -0.351 0.20
H -1.855370 6.971846 -2.521003 -0.131 -0.334 -0.145 0.20
H -3.379554 6.177463 -3.023279 0.341 -0.025 0.015 0.20
H -3.473095 5.090033 -0.945164 0.082 0.118 -0.002 0.23
H -1.927118 5.820936 -0.479718 -0.092 -0.077 -0.014 0.22
H -0.309974 2.980747 -4.530003 0.272 0.151 -0.417 0.23
H 0.478717 1.165088 -3.018472 -0.362 0.308 -0.029 0.20
H -0.739130 -0.441878 -2.823785 -0.071 -0.335 0.266 0.22
H -1.741393 -2.651177 -3.257047 0.069 0.151 0.461 0.23